{"formula": "C29H56Cl2FNO10S4", "method": "ωB97M-V with the def2-TZVPD basis set", "homo_lumo_gap_ev": 9.41, "charge": 0, "total_energy_ev": -124047.157, "homo_ev": -8.95, "smiles": "CCOCCCCC[C@@](F)(OC)[C@H](N)/C(Cl)=C(\\C)Cl.O=S1(=O)CCCC1.O=S1(=O)CCCC1.O=S1(=O)CCCC1.O=S1(=O)CCCC1", "symbols": ["Cl", "Cl", "S", "S", "S", "S", "F", "O", "O", "O", "O", "O", "O", "O", "O", "O", "O", "N", "C", "C", "C", "C", "C", "C", "C", "C", "C", "C", "C", "C", "C", "C", "C", "C", "C", "C", "C", "C", "C", "C", "C", "C", "C", "C", "C", "C", "C", "H", "H", "H", "H", "H", "H", "H", "H", "H", "H", "H", "H", "H", "H", "H", "H", "H", "H", "H", "H", "H", "H", "H", "H", "H", "H", "H", "H", "H", "H", "H", "H", "H", "H", "H", "H", "H", "H", "H", "H", "H", "H", "H", "H", "H", "H", "H", "H", "H", "H", "H", "H", "H", "H", "H", "H"], "coordinates": [[-0.5418, -1.9690, 0.4704], [-1.1558, -0.1733, -1.9335], [3.4271, 2.3039, -3.3276], [-2.2268, -7.0044, 3.6128], [4.9444, 3.5893, -9.2766], [-4.4079, 2.2529, 0.2235], [-1.2123, 0.2570, 2.5996], [-1.9686, -3.2518, 7.4827], [4.4928, 1.4342, -2.8958], [-1.1506, -7.8199, 4.1157], [-4.2132, 2.8201, -1.0870], [-3.6053, -7.3878, 3.7820], [0.1206, 2.1489, 2.6082], [5.6808, 2.4393, -8.8180], [2.5867, 2.9960, -2.3793], [4.1162, 4.3558, -8.3771], [-4.0180, 2.9639, 1.4161], [2.1353, 0.7609, 1.3023], [-2.0757, -3.8849, 8.7353], [-0.2414, -0.5124, 4.9401], [-4.7410, -0.2271, 1.0040], [0.9111, 0.0455, 1.6144], [-0.2126, 0.4288, -0.6005], [-0.0925, -1.6851, 7.1952], [0.1208, -0.3722, 6.4338], [6.0691, 4.6875, -10.1291], [-1.5792, -1.8964, 7.5430], [0.0857, -0.3271, 0.4170], [4.0603, 3.4978, -4.5079], [0.2256, 1.8523, -0.7263], [2.3772, 1.4241, -4.4781], [-3.1068, -5.0091, 8.6729], [-6.1195, 1.7362, 0.4046], [-6.1008, 0.2035, 0.4391], [3.9876, 3.1234, -10.7234], [-1.9137, -6.6453, 1.8793], [3.4510, 3.1257, -5.8669], [-3.6998, 0.6100, 0.2693], [-1.1248, -4.6711, 3.1438], [2.1077, 2.4362, -5.5877], [6.0392, 4.2077, -11.5767], [-1.6859, -5.1313, 1.7923], [4.5646, 3.9286, -11.8945], [-2.0004, -5.3312, 4.2045], [0.0568, 0.7631, 2.7186], [-1.1267, 2.8069, 2.3636], [0.6689, 0.3811, 4.0877], [-2.7697, -6.9655, 1.2905], [0.5093, 2.2934, 0.2198], [-1.1349, -3.5856, 3.2373], [-0.6181, 2.4110, -1.1311], [5.6740, 5.6993, -10.0392], [3.3318, 3.9964, -6.4897], [0.8755, 1.2851, 4.6499], [4.1110, 2.0521, -10.8715], [6.4654, 4.9491, -12.2509], [-1.5460, -5.3509, 5.1926], [-0.0713, -1.5616, 4.7110], [-0.0913, -5.0096, 3.2489], [3.7424, 4.4869, -4.1826], [-0.9269, 3.8715, 2.4296], [2.3700, 0.7434, 0.3209], [0.4428, -1.6532, 8.1426], [1.0204, 1.8958, -1.4761], [4.4489, 3.3901, -12.8341], [-4.5641, -1.2929, 0.8643], [-6.4961, 2.1560, 1.3357], [-1.1276, -4.3480, 9.0337], [2.9095, 0.4659, 1.8774], [-2.6363, -4.6266, 1.6034], [-1.8946, 2.5805, 3.0955], [-0.5063, 0.3758, 6.9232], [2.9405, 0.5689, -4.8507], [6.6196, 3.2878, -11.6764], [-1.0288, -7.2032, 1.5785], [-2.6868, -5.9100, 8.2377], [1.4761, 1.0866, -3.9679], [1.7092, 1.9522, -6.4788], [-2.7348, 0.6360, 0.7725], [-3.4809, -5.2069, 9.6722], [-3.9481, -4.6698, 8.0728], [-6.2135, -0.1885, -0.5739], [-6.9270, -0.1849, 1.0336], [-2.1541, -1.3552, 6.7863], [-1.0147, -4.8816, 0.9714], [1.1936, -0.9009, 2.0750], [7.0538, 4.6275, -9.6712], [-6.6957, 2.1199, -0.4337], [-2.3590, -3.2100, 9.5466], [1.1590, -0.0707, 6.5674], [1.3765, 3.1741, -5.2485], [-1.4584, 2.6300, 1.3456], [4.0277, 4.8745, -11.9911], [0.2526, -2.5250, 6.5959], [5.1462, 3.4424, -4.5186], [-1.2913, -0.2574, 4.8565], [4.1137, 2.4352, -6.3912], [-1.7974, -1.4226, 8.5010], [-3.5778, 0.2760, -0.7585], [-2.9833, -4.8630, 4.2531], [-4.7011, -0.0156, 2.0754], [2.9403, 3.3541, -10.5444], [1.6178, -0.1395, 3.9762]], "atomic_forces_ev_per_a": [[0.15, 0.08, 0.16], [0.22, 0.12, -0.12], [0.20, -0.06, -0.51], [-0.09, 0.30, -0.04], [0.01, 0.25, -0.27], [-0.06, -0.37, -0.17], [-0.52, 0.24, 0.09], [-0.30, 0.29, 0.40], [-0.11, 0.05, 0.33], [-0.09, -0.14, 0.04], [0.11, 0.23, 0.12], [0.06, -0.22, 0.09], [-1.00, -0.04, -0.13], [-0.10, 0.00, 0.20], [0.22, -0.03, 0.13], [0.20, -0.04, -0.28], [-0.02, 0.18, -0.08], [-0.24, 0.39, 0.03], [-0.04, -1.10, 0.48], [0.62, 0.29, 1.06], [-0.08, 0.08, 0.06], [0.15, -0.25, 0.16], [-0.20, 1.10, -0.78], [-0.46, 0.29, 0.53], [0.01, -0.60, 0.29], [0.20, 0.11, -0.27], [0.54, 0.32, -1.09], [-0.08, -1.43, 0.79], [0.05, 0.14, -0.36], [-0.56, -0.22, -0.81], [-0.29, -0.02, -0.25], [0.04, 0.57, -0.21], [-0.34, -0.24, 0.02], [0.04, -0.05, -0.01], [-0.15, 0.00, -0.38], [0.08, 0.22, -0.34], [-0.18, -0.29, 0.45], [-0.07, -0.25, 0.20], [0.01, -0.06, -0.05], [0.10, 0.09, 0.07], [-0.07, -0.10, -0.01], [-0.01, 0.07, 0.04], [0.04, 0.06, 0.00], [0.18, 0.28, -0.01], [2.20, -0.26, 0.24], [0.44, 0.51, -0.22], [-0.99, -0.15, 0.36], [-0.01, -0.13, 0.10], [0.34, -0.08, 0.06], [0.00, 0.00, -0.01], [-0.02, 0.18, -0.02], [-0.03, -0.02, 0.06], [0.00, 0.09, 0.00], [-0.04, 0.28, -0.10], [0.06, 0.00, 0.12], [0.01, -0.01, 0.01], [-0.09, -0.10, 0.03], [-0.33, -0.12, -0.46], [0.00, 0.01, 0.03], [-0.04, -0.06, 0.12], [0.19, 0.10, 0.07], [0.14, -0.07, 0.11], [0.39, -0.19, -0.05], [-0.03, 0.31, 0.34], [-0.02, 0.00, 0.02], [0.03, 0.01, 0.01], [0.11, 0.07, 0.00], [0.23, 0.27, -0.05], [0.04, -0.05, -0.19], [0.01, 0.00, 0.02], [-0.09, -0.29, -0.05], [0.12, 0.32, -0.13], [0.05, 0.01, 0.07], [0.03, 0.03, 0.02], [-0.01, -0.06, 0.11], [-0.08, -0.13, -0.05], [0.08, -0.01, 0.13], [-0.01, 0.00, 0.01], [0.01, 0.12, -0.04], [0.04, -0.25, 0.14], [-0.11, -0.08, -0.09], [0.02, 0.01, 0.00], [-0.01, 0.02, -0.01], [-0.25, -0.16, 0.00], [-0.01, -0.02, -0.01], [-0.28, -0.22, -0.02], [-0.07, -0.05, 0.14], [0.09, 0.14, 0.02], [-0.02, 0.41, -0.25], [0.09, 0.12, -0.13], [-0.03, -0.04, 0.01], [-0.32, -0.22, 0.01], [0.01, 0.00, 0.02], [0.09, -0.15, 0.07], [-0.01, -0.02, 0.16], [-0.11, -0.13, -0.45], [0.01, 0.02, -0.01], [-0.15, -0.20, 0.17], [-0.01, 0.08, -0.03], [-0.02, -0.06, 0.03], [0.04, -0.02, -0.01], [0.02, -0.05, 0.15], [0.13, 0.08, -0.16]], "mulliken_charge": [-0.18, -0.19, 1.23, 1.19, 1.26, 1.27, -0.39, -0.23, -0.72, -0.67, -0.73, -0.67, -0.51, -0.69, -0.69, -0.68, -0.65, -0.54, -0.28, 0.52, -0.78, -0.84, 0.99, -0.72, -1.00, -0.77, -0.48, -0.17, -0.88, -1.18, -0.53, -1.16, -0.73, -0.70, -0.71, -0.82, -0.33, 0.91, -0.08, -0.82, -0.58, -0.59, -0.64, -0.63, 1.82, -0.78, -2.26, 0.40, 0.58, -0.06, 0.42, 0.36, 0.41, 0.52, 0.39, 0.35, 0.33, -0.04, 0.32, 0.40, 0.33, 0.12, 0.38, -0.38, 0.32, 0.36, 0.35, 0.22, 0.28, 0.25, 0.31, 0.29, 0.36, 0.30, 0.38, 0.29, 0.29, 0.37, -0.76, 0.38, 0.29, 0.31, 0.38, 0.26, 0.33, 0.93, 0.39, 0.36, 0.40, 0.49, 0.33, 0.10, 0.30, 0.35, 0.33, 0.38, 0.21, 0.34, 0.11, 0.33, 0.32, 0.37, 0.37]}

=====

{"formula": "C29H56F4N4O10", "method": "ωB97M-V with the def2-TZVPD basis set", "homo_lumo_gap_ev": 9.04, "charge": 0, "total_energy_ev": -68284.661, "homo_ev": -8.66, "smiles": "[H]/N=C(\\N)NCCCCOC(=O)N(F)COC(F)(F)F.CC(C)=O.CC(C)=O.CC(C)=O.CC(C)=O.CC(C)=O.CC(C)=O.CC(C)=O", "symbols": ["F", "F", "F", "F", "O", "O", "O", "O", "O", "O", "O", "O", "O", "O", "N", "N", "N", "N", "C", "C", "C", "C", "C", "C", "C", "C", "C", "C", "C", "C", "C", "C", "C", "C", "C", "C", "C", "C", "C", "C", "C", "C", "C", "C", "C", "C", "C", "H", "H", "H", "H", "H", "H", "H", "H", "H", "H", "H", "H", "H", "H", "H", "H", "H", "H", "H", "H", "H", "H", "H", "H", "H", "H", "H", "H", "H", "H", "H", "H", "H", "H", "H", "H", "H", "H", "H", "H", "H", "H", "H", "H", "H", "H", "H", "H", "H", "H", "H", "H", "H", "H", "H", "H"], "coordinates": [[-4.0969, 1.2589, -4.4340], [-3.3792, 0.1466, -2.7030], [-5.5289, 0.3402, -3.0543], [-2.3774, 3.4416, -4.2701], [-4.4304, 2.0984, -2.3762], [1.5804, -7.6679, 5.4751], [0.4132, -3.4587, 3.2825], [5.6249, -0.5250, -2.1555], [-3.9783, -5.9901, 4.9680], [0.9873, 0.2151, -0.0153], [-1.5736, 5.6311, -3.4200], [5.1006, 2.4918, 1.3852], [-2.8849, 5.5565, -1.6059], [-2.5677, 8.5209, -5.7421], [2.1282, 2.4777, -1.4647], [2.8164, 0.6875, -2.8187], [-3.1391, 3.9168, -3.1910], [1.2535, 2.2066, -3.6325], [0.9094, 4.1533, -5.1130], [0.1676, -9.0642, 6.7796], [-5.8486, -6.4352, 3.5730], [-3.5849, 8.5368, -5.0932], [-1.5214, -3.6133, 4.6527], [-4.3472, 0.9811, -3.1376], [6.0992, -2.7736, -1.5577], [-0.4984, -1.1639, -1.2427], [2.1261, 1.7338, -2.6286], [-0.3709, -1.2096, 1.3271], [6.2200, -1.2741, -1.4210], [0.6688, 5.3872, -4.2559], [-0.0470, -3.7411, 4.3656], [-4.2705, 7.2633, -4.6606], [0.0812, -9.0065, 4.2090], [1.9256, 3.1833, -4.5104], [7.1162, -0.7565, -0.3211], [4.7464, 3.7943, 3.3403], [0.8198, -4.2454, 5.4898], [0.1272, -0.6320, 0.0261], [-4.3766, -6.2846, 3.8658], [3.0370, 2.0708, 2.4826], [-3.4239, -6.5171, 2.7172], [-0.2772, 5.0968, -3.1027], [-3.2367, 2.8371, -2.2297], [-2.5281, 5.0693, -2.6525], [0.7010, -8.4952, 5.4873], [4.3684, 2.7572, 2.3095], [-4.2344, 9.8343, -4.6743], [-6.4198, -6.2419, 4.4773], [7.1100, 0.3306, -0.3297], [-1.6860, -2.9158, 5.4750], [-0.3277, -2.2384, -1.3215], [-0.8983, -8.8492, 6.8707], [-2.3433, 2.2270, -2.3231], [1.5958, 5.8103, -3.8899], [1.7620, 3.4092, -1.5767], [0.7558, -3.5691, 6.3441], [-0.1942, -2.2809, 1.3562], [-3.2530, 3.2554, -1.2389], [0.2120, 6.1373, -4.8891], [2.2311, 2.8058, 2.4505], [-6.0591, -7.4482, 3.2271], [3.0060, 1.5440, 3.4379], [5.7218, 4.2091, 3.0980], [-3.6295, -5.8112, 1.9114], [-6.1505, -5.7258, 2.8012], [-2.0335, -3.2439, 3.7660], [0.5509, -8.5188, 3.3582], [8.1371, -1.1117, -0.4726], [1.2559, 4.4412, -6.0980], [0.2265, -10.0846, 4.1277], [-5.2435, 9.8970, -5.0841], [0.6943, -8.6151, 7.6179], [-0.3599, 4.0185, -3.0033], [-4.3226, 7.2214, -3.5710], [-0.0360, 3.6428, -5.2417], [-1.9345, -4.5876, 4.9190], [0.4935, -5.2409, 5.7916], [2.4993, 2.6946, -5.2912], [5.6998, -3.2017, -0.6370], [-3.6466, 10.6699, -5.0461], [2.6293, 3.7564, -3.9181], [1.8527, -4.3021, 5.1566], [7.0782, -3.2113, -1.7590], [-5.2792, 7.2207, -5.0743], [5.4278, -3.0081, -2.3800], [2.8889, 1.3549, 1.6766], [4.0088, 4.5980, 3.3491], [3.0190, 2.4691, -0.9968], [-3.5379, -7.5333, 2.3369], [3.3673, 0.4693, -1.9950], [-1.5735, -0.9727, -1.2397], [4.7880, 3.3386, 4.3306], [-2.3999, -6.3773, 3.0568], [-0.0474, -0.6699, -2.1011], [0.1578, -0.7466, 2.1563], [0.9608, 1.4117, -4.1767], [-4.2875, 9.8908, -3.5861], [0.3164, -10.1447, 6.8021], [-1.4412, -1.0164, 1.4326], [6.7572, -1.1050, 0.6484], [0.0963, 5.4950, -2.1642], [-3.7032, 6.4091, -5.0241], [-0.9885, -8.7895, 4.2009]], "atomic_forces_ev_per_a": [[-0.10, -0.29, 0.63], [-0.29, 0.17, -0.26], [0.83, 0.41, -0.11], [-0.25, 0.03, -0.05], [0.00, -0.51, -0.22], [0.05, 0.10, 0.00], [0.05, -0.11, 0.01], [-0.03, 0.06, -0.05], [0.07, -0.02, 0.09], [0.08, -0.04, 0.18], [-0.55, -0.15, 0.06], [0.06, 0.01, -0.11], [-0.16, -0.81, -0.76], [0.10, 0.00, -0.07], [0.08, 0.67, -0.34], [-0.31, -0.09, -0.17], [0.49, -0.13, 0.28], [0.01, 0.42, 0.25], [0.56, -0.03, 0.03], [0.14, 0.14, 0.07], [0.00, 0.06, 0.21], [-0.05, -0.02, 0.05], [0.03, 0.03, -0.26], [-0.56, -0.06, -0.13], [-0.12, 0.05, -0.16], [0.11, 0.16, -0.08], [0.40, -0.65, 0.15], [0.10, 0.33, -0.12], [0.05, -0.02, 0.10], [-0.43, -0.12, -0.29], [-0.01, 0.02, 0.07], [0.20, -0.11, -0.12], [0.13, 0.14, -0.09], [-0.74, 0.20, -0.03], [-0.06, 0.18, -0.09], [0.19, 0.00, -0.13], [0.17, 0.06, -0.17], [-0.09, -0.05, -0.04], [-0.03, -0.01, -0.09], [0.10, -0.14, -0.26], [0.13, 0.05, 0.19], [0.62, -0.33, -0.26], [0.07, 0.06, -0.12], [0.31, 1.49, 0.76], [-0.06, -0.06, 0.01], [-0.08, -0.01, 0.07], [0.17, 0.08, -0.10], [0.01, 0.00, 0.01], [-0.03, 0.01, 0.00], [-0.03, -0.11, 0.10], [-0.12, -0.04, 0.04], [-0.04, -0.12, -0.04], [0.03, -0.34, -0.12], [0.32, 0.02, 0.09], [-0.08, 0.09, 0.07], [-0.10, -0.09, 0.07], [-0.11, -0.09, 0.03], [-0.20, 0.34, 0.23], [-0.18, 0.39, 0.03], [-0.03, -0.01, 0.14], [-0.01, 0.04, -0.13], [-0.07, 0.12, 0.07], [0.01, 0.00, -0.01], [-0.06, -0.09, -0.08], [0.00, -0.10, -0.10], [0.01, 0.02, -0.01], [0.01, 0.01, 0.00], [-0.01, -0.10, 0.09], [0.06, 0.20, -0.25], [-0.13, -0.03, 0.04], [-0.06, -0.03, 0.12], [0.01, 0.01, 0.00], [-0.02, -0.24, 0.18], [-0.15, 0.04, 0.00], [-0.27, -0.20, -0.20], [-0.06, 0.06, 0.18], [-0.02, 0.03, 0.12], [0.13, -0.27, -0.11], [0.12, -0.04, 0.04], [0.01, 0.00, -0.01], [0.26, 0.03, 0.21], [0.01, -0.02, -0.01], [0.02, -0.04, 0.13], [-0.07, 0.04, 0.14], [-0.01, 0.02, -0.01], [-0.07, 0.00, 0.00], [-0.06, -0.05, 0.11], [0.07, -0.04, 0.28], [-0.07, 0.04, -0.11], [0.13, -0.22, 0.01], [-0.01, -0.15, 0.04], [-0.12, 0.05, 0.04], [0.01, 0.01, 0.00], [0.04, 0.00, 0.01], [0.02, -0.02, 0.02], [0.04, -0.21, -0.17], [-0.13, -0.03, 0.00], [-0.13, -0.03, -0.03], [-0.02, -0.13, -0.04], [0.09, -0.09, 0.01], [-0.26, 0.34, 0.23], [0.01, 0.01, -0.02], [-0.04, -0.13, 0.04]], "mulliken_charge": [-0.24, -0.22, -0.25, -0.17, -0.40, -0.54, -0.52, -0.55, -0.55, -0.42, -0.20, -0.54, -0.60, -0.55, -0.10, -0.68, 0.34, 0.01, -0.73, -1.18, -1.17, 0.85, -0.94, 0.92, -1.15, -0.92, -0.24, -1.08, 0.88, -0.85, 0.86, -0.90, -1.04, -0.67, -1.06, -1.18, -1.03, 0.68, 0.89, -0.92, -0.99, -0.08, -0.81, 0.36, 0.92, 0.83, -1.14, 0.31, 0.25, 0.45, 0.40, 0.30, 0.49, 0.39, 0.26, 0.35, 0.36, 0.45, 0.40, 0.33, 0.33, 0.41, 0.31, 0.35, 0.32, 0.19, 0.28, 0.36, 0.47, 0.38, 0.32, 0.30, 0.03, 0.24, 0.22, 0.16, 0.15, 0.39, 0.32, 0.31, 0.38, 0.31, 0.35, 0.50, 0.30, 0.14, 0.32, 0.17, 0.37, 0.18, 0.24, 0.33, 0.13, 0.12, 0.24, 0.35, 0.32, 0.38, 0.35, 0.31, 0.41, 0.10, 0.21]}

=====

Question: Which value of charge does entry 1 give?
Answer: 0